A gas-phase ion, C10H13N2O (charge +1) at a distorted geometry. Source: the OMol25 dataset; level of theory: ωB97M-V with the def2-TZVPD basis set.

Structure (XYZ):
```
26
Properties=species:S:1:pos:R:3:forces:R:3
C -3.373 1.229 -0.344 2.0 -3.5 0.8
C 0.866 -0.963 1.285 -1.2 -2.0 4.2
H -2.581 3.145 -0.111 0.2 -0.4 0.1
N 0.675 -0.093 0.243 2.1 7.1 -3.0
H -3.693 -0.917 -0.601 -0.3 0.0 0.6
N 1.731 1.176 0.473 -2.1 -4.2 -3.8
C -2.356 2.071 -0.100 -1.8 3.2 -0.3
H 3.148 -0.152 -2.027 -0.3 -1.1 2.4
C -1.083 1.724 0.088 2.5 0.9 0.2
H 1.679 1.732 1.231 -0.7 2.0 3.6
C 2.737 -0.411 -0.956 -0.2 -0.1 -1.1
O 3.955 1.403 0.066 -1.0 -0.3 0.3
H -4.296 1.624 -0.577 -2.1 0.2 -0.4
C -3.018 -0.148 -0.245 1.5 -0.4 -1.4
H 1.907 -1.311 1.278 -0.2 0.7 0.9
H -1.277 -1.630 -0.168 -1.1 1.2 0.2
C -1.637 -0.564 -0.090 -1.1 0.7 -0.9
H 0.790 0.039 -1.954 0.4 -0.1 1.7
H -0.431 2.525 0.278 1.1 0.8 0.2
C 1.210 -0.510 -1.052 -0.2 -3.1 -2.6
H 0.370 -0.388 2.200 1.7 -1.8 -1.3
H 0.775 -1.583 -1.195 1.1 1.6 0.2
C 2.914 0.801 -0.079 2.2 0.4 -0.7
C -0.655 0.458 -0.030 -2.3 -3.6 2.0
H 3.167 -1.275 -0.353 0.0 0.9 -1.5
H 0.335 -1.924 1.139 -0.3 0.7 0.0
```
Forces are in eV/Å.

Summary:
- ΔE to the lowest compared entry with this formula, charge and spin (kJ/mol) = 472.74
- frontier orbital gap (eV) = 9.80
- 2S+1 = 1
- energy (hartree) = -573.230534
- largest force on an atom (eV/Å) = 7.97
- total charge = +1
- E_LUMO (eV) = -3.80